[1]
{"formula": "C43H50Br2N3OPPtS3Te", "method": "ωB97M-V/def2-TZVPD", "elements": ["Pt", "Br", "C", "C", "C", "N", "C", "C", "C", "C", "C", "Br", "C", "C", "N", "H", "H", "H", "H", "H", "H", "C", "C", "C", "C", "P", "N", "C", "C", "C", "C", "C", "C", "C", "C", "H", "H", "H", "H", "H", "H", "H", "H", "H", "H", "H", "H", "H", "H", "H", "H", "H", "H", "H", "H", "H", "H", "H", "H", "H", "H", "H", "C", "Te", "C", "C", "C", "C", "C", "C", "C", "H", "H", "H", "H", "H", "H", "H", "H", "O", "C", "C", "C", "C", "C", "S", "C", "C", "C", "C", "S", "C", "C", "C", "C", "S", "H", "H", "H", "H", "H", "H", "H", "H", "H"], "positions_angstrom": [[0.058, -0.478, 0.506], [6.169, 0.729, 3.082], [4.568, 0.348, 2.122], [4.248, -0.992, 1.813], [3.041, -1.223, 1.200], [2.177, -0.264, 0.874], [2.531, 1.059, 1.069], [3.736, 1.360, 1.744], [1.623, 2.020, 0.563], [1.854, 3.419, 0.555], [0.866, 4.255, 0.122], [1.109, 6.141, 0.109], [-0.359, 3.734, -0.330], [-0.491, 2.365, -0.353], [0.442, 1.522, 0.062], [4.925, -1.792, 2.056], [2.742, -2.231, 0.946], [3.978, 2.383, 1.981], [2.801, 3.809, 0.885], [-1.153, 4.382, -0.656], [-1.404, 1.919, -0.734], [-3.143, -3.850, 4.195], [-2.190, -3.773, 3.008], [-1.115, -4.853, 3.152], [-2.933, -4.125, 1.723], [-1.317, -2.090, 2.730], [-0.786, -2.139, 1.254], [-2.593, -0.638, 3.058], [-1.987, 0.691, 2.600], [-3.764, -0.927, 2.119], [-3.103, -0.474, 4.487], [0.095, -1.939, 4.054], [-0.266, -2.306, 5.490], [0.575, -0.488, 4.028], [1.248, -2.816, 3.560], [-3.431, -4.891, 4.339], [-4.053, -3.282, 4.016], [-2.683, -3.499, 5.114], [-1.576, -5.830, 3.000], [-0.657, -4.861, 4.135], [-0.351, -4.722, 2.389], [-3.337, -5.133, 1.799], [-2.221, -4.099, 0.906], [-3.750, -3.451, 1.501], [-1.309, 0.516, 1.748], [-1.438, 1.199, 3.386], [-2.770, 1.366, 2.255], [-3.380, -1.129, 1.115], [-4.423, -0.061, 2.061], [-4.357, -1.769, 2.462], [-2.314, -0.153, 5.162], [-3.542, -1.381, 4.885], [-3.873, 0.299, 4.495], [-1.085, -1.703, 5.869], [0.605, -2.124, 6.122], [-0.533, -3.355, 5.594], [-0.110, 0.161, 4.565], [0.675, -0.142, 2.993], [1.553, -0.406, 4.502], [1.184, -3.832, 3.934], [2.204, -2.407, 3.884], [1.237, -2.838, 2.472], [-2.986, -2.580, -1.444], [-1.753, -0.693, -1.380], [-0.593, -2.091, -2.554], [-1.636, -2.624, -3.476], [-1.493, -2.753, -4.846], [-2.569, -3.154, -5.624], [-3.782, -3.466, -5.035], [-3.933, -3.353, -3.662], [-2.876, -2.907, -2.883], [-4.020, -2.487, -1.117], [-2.453, -3.292, -0.819], [-0.217, -2.861, -1.873], [0.225, -1.587, -3.063], [-0.550, -2.513, -5.314], [-2.466, -3.206, -6.698], [-4.612, -3.784, -5.649], [-4.883, -3.580, -3.194], [-0.791, 0.603, -2.862], [-1.530, 1.426, -3.704], [-2.965, 1.358, -3.255], [-3.587, 2.057, -2.267], [-4.793, 1.451, -1.842], [-5.048, 0.290, -2.494], [-3.832, -0.085, -3.649], [-0.964, 2.822, -3.656], [0.328, 3.150, -3.388], [0.574, 4.539, -3.477], [-0.531, 5.240, -3.830], [-1.903, 4.219, -4.055], [-1.377, 0.924, -5.119], [-2.263, 0.882, -6.150], [-1.712, 0.296, -7.312], [-0.420, -0.080, -7.145], [0.154, 0.266, -5.562], [-3.216, 2.985, -1.868], [-5.437, 1.881, -1.096], [-5.890, -0.366, -2.401], [1.068, 2.414, -3.132], [1.529, 4.993, -3.284], [-0.635, 6.296, -3.977], [-3.272, 1.250, -6.095], [-2.261, 0.157, -8.225], [0.236, -0.539, -7.858]], "homo_energy_ev": [-6.182, -6.184], "orbital_gap_ev": [4.76, 4.76]}

***

[2]
{"formula": "C11H28FNO4P3", "method": "ωB97M-V/def2-TZVPD", "elements": ["O", "P", "P", "C", "C", "F", "P", "O", "O", "H", "H", "H", "H", "H", "H", "H", "H", "H", "H", "C", "C", "C", "C", "C", "C", "N", "O", "C", "C", "C", "H", "H", "H", "H", "H", "H", "H", "H", "H", "H", "H", "H", "H", "H", "H", "H", "H", "H"], "positions_angstrom": [[-3.030, -1.891, 2.627], [-2.989, -1.919, 1.126], [-4.208, -0.101, 0.362], [-2.818, 0.710, -0.514], [-2.243, 1.899, 0.254], [-3.059, 2.243, 1.343], [-5.704, 1.607, -0.150], [-6.874, 0.674, -0.909], [-6.442, 1.776, 1.303], [-3.624, -3.095, 0.634], [-1.661, -1.920, 0.632], [-4.535, 0.052, 1.753], [-5.008, -0.975, -0.447], [-3.222, 1.063, -1.464], [-2.009, -0.004, -0.711], [-2.152, 2.768, -0.395], [-1.247, 1.647, 0.612], [-6.645, 0.561, -1.841], [-6.683, 0.911, 1.674], [2.247, -2.033, 1.321], [2.012, -0.565, 0.917], [3.286, 0.240, 1.216], [4.452, -0.023, 0.259], [3.981, -0.432, -1.145], [2.554, 0.010, -1.487], [1.644, -0.554, -0.509], [0.314, -0.199, -0.775], [2.201, -0.600, -2.846], [2.486, 1.545, -1.629], [0.910, -0.004, 1.811], [1.338, -2.608, 1.138], [2.509, -2.128, 2.383], [3.052, -2.475, 0.730], [3.037, 1.304, 1.183], [3.598, 0.046, 2.248], [5.063, 0.882, 0.195], [5.111, -0.797, 0.663], [4.676, -0.036, -1.893], [4.022, -1.521, -1.245], [2.172, -1.688, -2.765], [2.949, -0.321, -3.598], [1.224, -0.251, -3.176], [3.174, 1.892, -2.407], [2.745, 2.060, -0.703], [1.473, 1.837, -1.908], [1.227, -0.072, 2.857], [-0.017, -0.560, 1.697], [0.712, 1.043, 1.576]], "homo_energy_ev": -2.018, "charge": -1, "orbital_gap_ev": 4.67}

***

[3]
{"formula": "C26H33BN6O8PSSr", "method": "ωB97M-V/def2-TZVPD", "elements": ["Sr", "C", "C", "C", "C", "C", "C", "C", "S", "O", "O", "N", "C", "C", "C", "C", "C", "C", "C", "C", "N", "C", "H", "H", "H", "H", "H", "H", "H", "H", "H", "H", "H", "H", "H", "C", "O", "C", "O", "N", "N", "H", "H", "H", "H", "H", "H", "N", "C", "P", "O", "O", "C", "N", "H", "H", "H", "H", "H", "H", "H", "H", "H", "H", "O", "B", "O", "C", "C", "C", "C", "C", "C", "H", "H", "H", "H"], "positions_angstrom": [[0.317, 0.380, -0.869], [4.415, -2.546, 3.143], [4.041, -2.027, 1.782], [3.388, -0.810, 1.649], [3.037, -0.304, 0.402], [3.365, -1.028, -0.735], [4.035, -2.240, -0.623], [4.359, -2.734, 0.627], [2.851, -0.494, -2.338], [3.854, -0.890, -3.277], [1.544, -1.222, -2.491], [2.404, 0.976, -2.252], [3.270, 2.018, -1.883], [4.553, 2.175, -2.337], [5.318, 3.300, -1.964], [4.793, 4.275, -1.165], [3.468, 4.148, -0.684], [2.846, 5.117, 0.135], [1.564, 4.933, 0.562], [0.893, 3.751, 0.193], [1.437, 2.819, -0.555], [2.710, 3.010, -1.025], [3.541, -2.605, 3.792], [5.136, -1.884, 3.623], [4.858, -3.538, 3.079], [3.161, -0.232, 2.538], [2.569, 0.677, 0.374], [4.319, -2.771, -1.523], [4.879, -3.681, 0.708], [4.970, 1.434, -3.006], [6.328, 3.390, -2.340], [5.372, 5.148, -0.892], [3.401, 6.006, 0.409], [1.061, 5.666, 1.176], [-0.131, 3.577, 0.512], [-1.914, 0.734, 4.022], [-2.893, 0.709, 2.973], [-3.049, -0.454, 2.356], [-2.372, -1.451, 2.621], [-4.047, -0.398, 1.461], [-4.188, -1.448, 0.549], [-2.190, 0.042, 4.814], [-1.919, 1.754, 4.392], [-0.933, 0.470, 3.632], [-4.431, 0.511, 1.232], [-3.942, -1.067, -0.363], [-5.163, -1.726, 0.542], [-2.158, -3.794, 1.458], [-2.026, -4.003, -0.012], [-0.441, -3.250, -0.548], [0.692, -4.087, -0.057], [-0.570, -1.806, -0.211], [-0.446, -3.532, -2.372], [0.991, -3.757, -2.703], [-2.355, -2.769, 1.739], [-1.299, -4.075, 1.936], [-2.919, -4.353, 1.838], [-2.879, -3.534, -0.493], [-2.013, -5.073, -0.221], [-0.820, -2.681, -2.933], [-1.020, -4.424, -2.626], [1.130, -4.244, -3.584], [1.404, -4.287, -1.916], [1.460, -2.795, -2.717], [-3.521, 0.720, -1.351], [-2.333, 1.435, -0.944], [-2.794, 2.693, -0.459], [-4.159, 2.714, -0.540], [-5.037, 3.701, -0.151], [-6.397, 3.446, -0.332], [-6.843, 2.251, -0.885], [-5.943, 1.260, -1.280], [-4.603, 1.524, -1.093], [-4.683, 4.630, 0.273], [-7.119, 4.196, -0.039], [-7.904, 2.089, -1.019], [-6.280, 0.337, -1.735]], "relative_energy_kj_mol": 74.3, "homo_energy_ev": -9.439, "charge": 1, "orbital_gap_ev": 7.20}

***

The molar mass results, record by record, are as follows: 1234.55; 350.27; 719.06 g mol⁻¹.